Below is C2H3FS2 in the gas phase at a distorted geometry, with properties calculated with ωB97M-V/def2-TZVPD.

Structure (ORCA input):
```
! RIJCOSX wB97M-V def2-TZVPD def2/J DEFGRID3
* xyz 0 1
C 0.54786 0.46359 0.92010
C -0.36924 -0.48131 0.97192
S -1.55568 -0.39824 -0.26011
S -0.31675 -0.71542 -2.14500
F 0.21082 0.87091 -2.47185
H 1.44900 0.42232 1.37559
H 0.51220 1.14368 0.02124
H -0.47821 -1.30552 1.58811
*
```

Output
Maximum force in eV/Å: 3.5
Lowest unoccupied orbital energy in Eh: -0.027
HOMO energy in eV: -9.6639
SMILES: C=CSSF